Entry 1:
Below is a single C4H3F4N3O molecule in a non-equilibrium geometry, with properties calculated with ωB97M-V with the def2-TZVPD basis set.

## Properties
Frontier orbital gap: 10.3 eV
HOMO level: -9.82 eV
Multiplicity: 1
Structure (SMILES): Nc1nnc(C(F)(F)C(F)F)o1

CARTESIAN COORDINATES (ANGSTROEM)
N1 3.274 -0.531 -0.425
C1 2.067 -0.082 -0.026
N2 1.691 0.899 0.760
N3 0.390 0.858 0.814
C2 -0.084 -0.131 0.157
C3 -1.524 -0.521 0.082
F1 -1.925 -1.411 1.084
F2 -1.680 -1.214 -1.060
C4 -2.431 0.744 0.097
F3 -3.765 0.459 0.091
F4 -2.214 1.397 -1.060
O1 0.954 -0.783 -0.501
H1 3.988 -0.303 0.250
H2 3.641 -0.658 -1.341
H3 -2.382 1.276 1.078

Entry 2:
Below is 2 unconnected molecules or ions with the total composition C3H9NO3 in a non-equilibrium geometry, with properties calculated with ωB97M-V with the def2-TZVPD basis set.

## Properties
Frontier orbital gap: 10.4 eV
HOMO level: -10.04 eV
Multiplicity: 1
Structure (SMILES): CC(=O)NCO.O

CARTESIAN COORDINATES (ANGSTROEM)
C1 -1.365 -0.054 -0.718
C2 -0.155 -0.692 -1.335
O1 -0.167 -1.201 -2.437
N1 1.030 -0.751 -0.599
C3 1.497 0.143 0.377
O2 0.784 0.057 1.633
H1 -1.480 1.043 -0.810
H2 -2.196 -0.548 -1.222
H3 -1.421 -0.141 0.365
H4 1.580 -1.455 -1.084
H5 2.529 -0.009 0.626
H6 1.516 1.212 0.075
H7 0.995 -0.759 2.097
O3 -1.411 2.005 2.071
H8 -0.546 1.569 2.088
H9 -2.026 1.265 1.946

Entry 3:
Below is 2 unconnected molecules or ions with the total composition CH2Cl2O3 in a non-equilibrium geometry, with properties calculated with ωB97M-V with the def2-TZVPD basis set.

## Properties
Frontier orbital gap: 10.4 eV
HOMO level: -11.10 eV
Multiplicity: 1
Structure (SMILES): O=C(O)OCl.Cl

CARTESIAN COORDINATES (ANGSTROEM)
O1 0.682 0.056 0.129
C1 -0.431 0.465 0.000
O2 -0.873 1.730 -0.107
O3 -1.499 -0.473 -0.114
Cl1 -3.155 0.027 -0.219
H1 -0.107 2.397 0.016
Cl2 2.265 -2.563 0.085
H2 3.118 -1.640 0.210

Entry 4:
Below is a molecular structure, C24H48AgO12S6 in a non-equilibrium geometry, with properties calculated with ωB97M-V with the def2-TZVPD basis set.

## Properties
Frontier orbital gap: 9.6 eV
HOMO level: -11.56 eV
Multiplicity: 1
Net charge: +1

CARTESIAN COORDINATES (ANGSTROEM)
Ag1 -0.253 -0.422 0.679
C1 4.992 -3.612 1.267
C2 5.628 -2.270 1.725
C3 4.652 -1.155 1.465
S1 3.066 -1.891 2.001
O1 2.086 -1.601 0.981
O2 2.852 -1.489 3.378
C4 3.615 -3.616 1.903
H1 5.598 -4.452 1.610
H2 4.960 -3.833 0.197
H3 6.664 -2.148 1.413
H4 5.744 -2.372 2.812
H5 4.567 -1.013 0.385
H6 4.684 -0.204 1.988
H7 2.779 -4.082 1.378
H8 3.652 -4.050 2.901
C5 -4.356 4.878 0.234
C6 -5.333 3.732 0.678
C7 -4.596 2.443 0.790
S2 -2.932 2.893 1.430
O3 -1.995 1.905 0.937
O4 -2.916 3.271 2.833
C8 -2.909 4.466 0.409
H9 -4.649 5.693 0.886
H10 -4.409 5.083 -0.835
H11 -6.131 3.687 -0.063
H12 -5.758 4.095 1.611
H13 -4.298 2.048 -0.189
H14 -5.019 1.575 1.290
H15 -2.341 4.169 -0.472
H16 -2.272 5.144 0.977
C9 -3.777 -3.146 -2.960
C10 -4.535 -3.688 -1.737
C11 -4.372 -2.781 -0.515
S3 -3.665 -1.269 -1.124
O5 -2.802 -0.647 -0.120
O6 -4.714 -0.479 -1.759
C12 -2.774 -2.085 -2.464
H17 -4.444 -2.763 -3.730
H18 -3.174 -3.884 -3.495
H19 -4.273 -4.711 -1.470
H20 -5.592 -3.714 -2.007
H21 -3.462 -3.132 -0.013
H22 -5.249 -2.631 0.099
H23 -1.909 -2.605 -2.054
H24 -2.401 -1.382 -3.203
C13 2.269 1.247 5.072
C14 1.535 2.589 4.895
C15 0.439 2.285 3.865
S4 -0.215 0.651 4.381
O7 -0.380 -0.204 3.206
O8 -1.311 0.867 5.296
C16 1.230 0.213 5.455
H25 3.069 1.281 5.812
H26 2.738 0.937 4.136
H27 2.141 3.449 4.613
H28 1.090 2.921 5.837
H29 0.886 2.109 2.885
H30 -0.435 2.924 3.764
H31 1.482 -0.808 5.179
H32 0.842 0.326 6.462
C17 0.288 3.132 -2.140
C18 1.398 2.423 -2.967
C19 2.436 1.849 -1.989
S5 2.002 2.377 -0.329
O9 3.109 2.922 0.417
O10 1.134 1.316 0.186
C20 0.866 3.713 -0.881
H33 -0.656 2.631 -1.915
H34 -0.067 3.951 -2.777
H35 1.815 3.210 -3.587
H36 0.957 1.628 -3.561
H37 3.479 2.118 -2.177
H38 2.532 0.762 -1.970
H39 1.581 4.526 -1.037
H40 0.265 3.945 -0.005
C21 0.347 -3.625 -4.222
C22 1.189 -2.682 -5.073
C23 1.278 -1.387 -4.263
S6 1.352 -1.887 -2.491
O11 0.198 -1.227 -1.855
O12 2.660 -1.771 -1.899
C24 0.935 -3.598 -2.833
H41 0.428 -4.650 -4.590
H42 -0.706 -3.343 -4.254
H43 0.789 -2.491 -6.065
H44 2.208 -3.068 -5.158
H45 0.315 -0.871 -4.284
H46 2.081 -0.683 -4.468
H47 0.271 -3.885 -2.017
H48 1.906 -4.078 -2.699

Entry 5:
Below is a single C7H8S2 molecule in a non-equilibrium geometry, with properties calculated with ωB97M-V with the def2-TZVPD basis set.

## Properties
Frontier orbital gap: 9.3 eV
HOMO level: -8.53 eV
Multiplicity: 1
Structure (SMILES): C[C@@]1(c2ccsc2)CS1

CARTESIAN COORDINATES (ANGSTROEM)
C1 -1.140 -0.950 0.569
C2 -0.609 0.275 -0.061
C3 0.924 0.329 0.167
C4 1.615 0.399 1.381
C5 2.964 0.452 1.201
S1 3.367 0.468 -0.503
C6 1.764 0.198 -0.960
C7 -1.208 0.819 -1.318
S2 -1.397 1.950 -0.054
H1 -0.344 -1.789 0.393
H2 -2.109 -1.370 0.331
H3 -0.897 -0.771 1.594
H4 1.051 0.537 2.241
H5 3.678 0.316 1.876
H6 1.453 0.230 -1.951
H7 -0.462 0.993 -2.112
H8 -2.146 0.391 -1.686

Entry 6:
Below is a molecular structure, C21H20AsCl2N2OSSn, with properties calculated with ωB97M-V with the def2-TZVPD basis set.

## Properties
Frontier orbital gap: 7.4 eV
HOMO level: -10.76 eV
Multiplicity: 1
Net charge: +1

CARTESIAN COORDINATES (ANGSTROEM)
Sn1 1.312 0.419 -1.009
Cl1 0.846 -0.693 3.870
C1 2.318 -0.327 3.061
C2 3.523 -0.344 3.793
C3 4.717 -0.067 3.193
Cl2 6.179 -0.105 4.112
C4 4.767 0.250 1.811
C5 5.941 0.542 1.087
C6 5.869 0.826 -0.251
C7 4.617 0.830 -0.880
N1 3.503 0.571 -0.228
C8 3.550 0.268 1.102
C9 2.298 -0.029 1.718
O1 1.192 -0.009 0.985
H1 3.488 -0.588 4.845
H2 6.893 0.534 1.599
H3 6.755 1.047 -0.828
H4 4.525 1.054 -1.937
S1 0.200 4.991 -0.308
C10 1.520 4.619 0.710
C11 1.913 3.339 0.519
N2 1.181 2.662 -0.427
C12 0.244 3.427 -0.935
H5 1.932 5.343 1.392
H6 2.719 2.844 1.037
H7 -0.454 3.080 -1.682
C13 -3.635 1.012 -0.453
As1 -1.865 0.212 -0.617
C14 -1.922 -1.019 0.889
C15 -2.109 -1.035 -2.134
C16 -3.316 -1.912 -2.043
C17 -4.530 -1.511 -2.595
C18 -5.659 -2.308 -2.485
C19 -5.590 -3.523 -1.818
C20 -4.385 -3.936 -1.271
C21 -3.258 -3.136 -1.383
H8 -4.399 0.237 -0.489
H9 -3.800 1.726 -1.259
H10 -3.690 1.537 0.500
H11 -2.831 -1.620 0.857
H12 -1.892 -0.437 1.809
H13 -1.049 -1.669 0.872
H14 -1.193 -1.630 -2.189
H15 -2.140 -0.413 -3.031
H16 -4.590 -0.568 -3.129
H17 -6.592 -1.983 -2.926
H18 -6.469 -4.148 -1.734
H19 -4.319 -4.887 -0.759
H20 -2.318 -3.475 -0.961

Entry 7:
Below is 6 unconnected molecules or ions with the total composition CH13O5S in a non-equilibrium geometry, with properties calculated with ωB97M-V with the def2-TZVPD basis set.

## Properties
Frontier orbital gap: 6.9 eV
HOMO level: -3.42 eV
Multiplicity: 1
Net charge: -1

CARTESIAN COORDINATES (ANGSTROEM)
C1 0.172 1.222 1.308
S1 -0.892 1.947 0.017
H1 0.142 1.946 2.135
H2 -0.095 0.256 1.540
H3 1.233 1.466 1.044
H4 0.764 1.055 -1.711
H5 2.189 0.711 -1.872
O1 1.492 1.135 -2.390
H6 2.353 -0.517 0.486
H7 1.471 -1.644 1.106
O2 2.277 -1.151 1.226
H8 -2.521 0.789 1.380
H9 -2.463 -0.403 0.490
O3 -2.752 -0.141 1.252
H10 -0.456 -2.021 1.744
H11 -0.544 -1.206 0.392
O4 -0.212 -1.985 0.811
H12 0.068 -0.655 -3.141
H13 -1.321 0.053 -2.877
O5 -0.904 -0.857 -2.939

What did the fourth record say?
Below is a molecular structure, C24H48AgO12S6 in a non-equilibrium geometry, with properties calculated with ωB97M-V with the def2-TZVPD basis set.

## Properties
Frontier orbital gap: 9.6 eV
HOMO level: -11.56 eV
Multiplicity: 1
Net charge: +1

CARTESIAN COORDINATES (ANGSTROEM)
Ag1 -0.253 -0.422 0.679
C1 4.992 -3.612 1.267
C2 5.628 -2.270 1.725
C3 4.652 -1.155 1.465
S1 3.066 -1.891 2.001
O1 2.086 -1.601 0.981
O2 2.852 -1.489 3.378
C4 3.615 -3.616 1.903
H1 5.598 -4.452 1.610
H2 4.960 -3.833 0.197
H3 6.664 -2.148 1.413
H4 5.744 -2.372 2.812
H5 4.567 -1.013 0.385
H6 4.684 -0.204 1.988
H7 2.779 -4.082 1.378
H8 3.652 -4.050 2.901
C5 -4.356 4.878 0.234
C6 -5.333 3.732 0.678
C7 -4.596 2.443 0.790
S2 -2.932 2.893 1.430
O3 -1.995 1.905 0.937
O4 -2.916 3.271 2.833
C8 -2.909 4.466 0.409
H9 -4.649 5.693 0.886
H10 -4.409 5.083 -0.835
H11 -6.131 3.687 -0.063
H12 -5.758 4.095 1.611
H13 -4.298 2.048 -0.189
H14 -5.019 1.575 1.290
H15 -2.341 4.169 -0.472
H16 -2.272 5.144 0.977
C9 -3.777 -3.146 -2.960
C10 -4.535 -3.688 -1.737
C11 -4.372 -2.781 -0.515
S3 -3.665 -1.269 -1.124
O5 -2.802 -0.647 -0.120
O6 -4.714 -0.479 -1.759
C12 -2.774 -2.085 -2.464
H17 -4.444 -2.763 -3.730
H18 -3.174 -3.884 -3.495
H19 -4.273 -4.711 -1.470
H20 -5.592 -3.714 -2.007
H21 -3.462 -3.132 -0.013
H22 -5.249 -2.631 0.099
H23 -1.909 -2.605 -2.054
H24 -2.401 -1.382 -3.203
C13 2.269 1.247 5.072
C14 1.535 2.589 4.895
C15 0.439 2.285 3.865
S4 -0.215 0.651 4.381
O7 -0.380 -0.204 3.206
O8 -1.311 0.867 5.296
C16 1.230 0.213 5.455
H25 3.069 1.281 5.812
H26 2.738 0.937 4.136
H27 2.141 3.449 4.613
H28 1.090 2.921 5.837
H29 0.886 2.109 2.885
H30 -0.435 2.924 3.764
H31 1.482 -0.808 5.179
H32 0.842 0.326 6.462
C17 0.288 3.132 -2.140
C18 1.398 2.423 -2.967
C19 2.436 1.849 -1.989
S5 2.002 2.377 -0.329
O9 3.109 2.922 0.417
O10 1.134 1.316 0.186
C20 0.866 3.713 -0.881
H33 -0.656 2.631 -1.915
H34 -0.067 3.951 -2.777
H35 1.815 3.210 -3.587
H36 0.957 1.628 -3.561
H37 3.479 2.118 -2.177
H38 2.532 0.762 -1.970
H39 1.581 4.526 -1.037
H40 0.265 3.945 -0.005
C21 0.347 -3.625 -4.222
C22 1.189 -2.682 -5.073
C23 1.278 -1.387 -4.263
S6 1.352 -1.887 -2.491
O11 0.198 -1.227 -1.855
O12 2.660 -1.771 -1.899
C24 0.935 -3.598 -2.833
H41 0.428 -4.650 -4.590
H42 -0.706 -3.343 -4.254
H43 0.789 -2.491 -6.065
H44 2.208 -3.068 -5.158
H45 0.315 -0.871 -4.284
H46 2.081 -0.683 -4.468
H47 0.271 -3.885 -2.017
H48 1.906 -4.078 -2.699

- Which formula does entry 4 have?
  C24H48AgO12S6

- What is the formula in the second record?
  C3H9NO3